Record 1
19
Properties=species:S:1:pos:R:3 method="wB97M-V/def2-TZVPD" e_tot_ha=-310.87410 lumo_ev=1.09 relative_energy_kcal_mol=116.2 total_charge=0 homo_energy_ev=-8.29 orbital_gap_ev=9.380
C 2.67564 0.72636 0.02987
C 1.61954 -0.32905 -0.23264
O 0.62479 -0.21766 0.76575
C -0.47019 -1.05669 0.53223
C -1.68852 -0.86043 1.31739
C -1.66099 -0.50979 -0.23783
C -1.62213 1.08845 -0.58660
H 3.10527 0.59092 1.02680
H 2.23551 1.72763 -0.01670
H 3.47870 0.66190 -0.71192
H 2.06653 -1.33692 -0.21008
H 1.17605 -0.19796 -1.23387
H -0.14001 -2.04851 0.17764
H -2.17043 0.19696 0.72749
H -2.25968 -1.73965 1.65643
H -2.23422 -1.08117 -0.95624
H -0.55949 1.31693 -0.59741
H -2.11285 1.21010 -1.54999
H -2.06354 1.85858 0.09968

***

Record 2
21
Properties=species:S:1:pos:R:3 method="wB97M-V/def2-TZVPD" e_tot_ha=-1905.68238 lumo_ev=0.62 relative_energy_kcal_mol=22.3 total_charge=0 homo_energy_ev=-9.83 orbital_gap_ev=10.440
C -0.62142 -0.18831 -0.48519
C 0.05731 0.07882 -1.87911
C -2.13339 -0.50775 -0.70547
N -0.41544 0.83986 0.52408
N -0.12413 -1.44406 0.19015
N 2.09395 0.19143 0.27252
F 0.57240 0.23611 2.86842
F -1.32172 1.51538 2.75043
F 1.42505 2.29267 1.64123
F 1.36235 2.43068 -0.58188
F 1.88081 -1.96760 1.81140
F 2.22031 -2.21800 -0.48269
P -0.88426 0.07060 2.05005
P 1.10093 1.34730 0.48731
P 1.43317 -1.27136 0.44614
H 1.06125 0.63666 -1.79663
H -0.66836 0.49134 -2.58761
H 0.35409 -0.93143 -2.24097
H -2.68942 -0.26117 0.30053
H -2.13688 -1.55987 -1.07899
H -2.56660 0.21870 -1.50374

***

Record 3
12
Properties=species:S:1:pos:R:3 method="wB97M-V/def2-TZVPD" e_tot_ha=-414.72867 lumo_ev=-0.19 relative_energy_kcal_mol=73.7 total_charge=0 homo_energy_ev=-8.87 orbital_gap_ev=8.685
H -3.37989 0.56390 0.01887
N -2.89219 -0.32059 0.03328
C -1.61138 -0.14777 -0.05751
N -0.77936 -1.28621 -0.05284
C 0.50949 -1.27679 -0.03552
C 1.19434 -0.02349 0.04731
O 2.55533 -0.25972 -0.08423
C 0.50190 1.13761 -0.07614
O -0.90953 1.08622 -0.06801
H 0.95178 -2.24353 -0.14226
H 2.97761 0.58363 0.53422
H 0.88190 2.18673 -0.11716

***

Record 4
6
Properties=species:S:1:pos:R:3 method="wB97M-V/def2-TZVPD" e_tot_ha=-186.55462 lumo_ev="-2.29 / -0.93" relative_energy_kcal_mol=202.4 total_charge=0 homo_energy_ev="-10.42 / -10.57" orbital_gap_ev="8.130 / 9.638"
C -0.06600 0.85323 -0.13395
C 0.64808 -0.34810 -0.49450
N -0.54725 -0.27955 0.50898
N -0.66643 -0.31601 -0.89652
H -0.28294 1.87424 -0.14214
H 0.91454 -1.78380 1.15813

***

Record 5
124
Properties=species:S:1:pos:R:3 method="wB97M-V/def2-TZVPD" e_tot_ha=-3561.66275 lumo_ev=0.63 total_charge=0 homo_energy_ev=-9.02 orbital_gap_ev=9.650
C 0.07846 -6.38070 -0.82428
Si 1.78603 -6.71537 -1.51504
C 2.22757 -8.50013 -1.10638
C 1.82961 -6.47143 -3.37309
C 1.23913 -5.11602 -3.82210
C 2.34016 -4.11240 -4.18329
C 2.05817 -2.63381 -3.90432
C 0.62972 -2.13109 -4.12094
C -0.25052 -2.13712 -2.86936
C -1.74951 -2.20840 -3.15226
C -2.30107 -3.64791 -3.23715
Si -3.61420 -4.06789 -1.97050
O -5.04417 -4.40563 -2.75696
Si -6.49041 -4.40355 -1.94703
C 2.97045 -5.55505 -0.63103
C 2.57552 -4.22717 -0.37181
C 3.41562 -3.33806 0.30213
C 4.67684 -3.76066 0.72993
C 5.09512 -5.06917 0.47271
C 4.24780 -5.95244 -0.20177
H -0.62475 -7.13850 -1.16946
H -0.32130 -5.39756 -1.06090
H 0.13631 -6.46273 0.26174
H 1.31190 -9.08027 -1.00160
H 2.83286 -8.95270 -1.88868
H 2.75467 -8.55585 -0.15609
H 1.30154 -7.31465 -3.82087
H 2.86819 -6.52559 -3.70321
H 0.59432 -5.28245 -4.68397
H 0.61900 -4.70195 -3.03039
H 3.23068 -4.38252 -3.61215
H 2.60867 -4.24330 -5.23184
H 2.37711 -2.38241 -2.89018
H 2.71062 -2.06028 -4.56323
H 0.13743 -2.64665 -4.94822
H 0.70700 -1.08624 -4.43286
H 0.02089 -2.95114 -2.19637
H -0.06216 -1.21766 -2.32378
H -1.93547 -1.71092 -4.10648
H -2.29238 -1.62328 -2.40909
H -2.75240 -3.81873 -4.21414
H -1.50127 -4.37894 -3.12873
H -3.81785 -2.93718 -1.03151
H -3.24598 -5.27494 -1.19339
H -6.43149 -5.39054 -0.84662
H -7.54342 -4.77584 -2.90847
H -6.74582 -3.06149 -1.38411
H 1.59569 -3.88841 -0.68624
H 3.08751 -2.32806 0.50476
H 5.31744 -3.07634 1.26750
H 6.06921 -5.39873 0.80529
H 4.58636 -6.96196 -0.39583
F -0.89965 -3.59932 0.57677
C -0.35860 -2.73403 1.47339
C 0.33588 -1.63743 1.00524
C 0.88462 -0.75685 1.92478
C 0.74019 -0.98685 3.28446
C 0.04185 -2.10070 3.72875
C -0.51946 -2.98823 2.81951
H 0.44317 -1.48574 -0.05454
H 1.42502 0.11388 1.57683
H 1.17675 -0.29537 3.99197
H -0.06959 -2.28361 4.78894
H -1.07135 -3.86094 3.14088
F 4.09380 0.94075 4.04004
C 3.40794 2.09502 3.89839
C 3.77806 2.97007 2.89723
C 3.06052 4.14905 2.75532
C 1.99996 4.43486 3.60425
C 1.65065 3.53603 4.60284
C 2.35814 2.35267 4.75630
H 4.60846 2.72635 2.24862
H 3.33216 4.84584 1.97352
H 1.44286 5.35446 3.48538
H 0.82192 3.74862 5.26095
H 2.09871 1.63407 5.52233
F 0.74131 2.44310 -0.51422
C 0.47160 2.55276 -1.82979
C 1.02559 3.59799 -2.54026
C 0.76134 3.68351 -3.89967
C -0.05195 2.74686 -4.52386
C -0.59283 1.70333 -3.78557
C -0.32519 1.59834 -2.42893
H 1.66297 4.31270 -2.03781
H 1.20768 4.48347 -4.47566
H -0.24712 2.81888 -5.58520
H -1.21475 0.95910 -4.26548
H -0.71686 0.78636 -1.83046
F -1.39886 3.21978 6.00158
C -2.03798 4.40898 6.07887
C -1.32799 5.51821 6.49157
C -1.99164 6.73492 6.56172
C -3.33574 6.82196 6.22802
C -4.02549 5.68853 5.81964
C -3.37363 4.46608 5.73881
H -0.28268 5.42604 6.75443
H -1.45270 7.61745 6.87924
H -3.84656 7.77348 6.28412
H -5.07159 5.75423 5.56160
H -3.88503 3.56906 5.41759
F 6.91678 0.65414 -5.66128
C 5.75197 0.68748 -4.98049
C 4.76446 1.55747 -5.39718
C 3.56994 1.58430 -4.69174
C 3.38100 0.75368 -3.59520
C 4.39322 -0.10961 -3.19900
C 5.59341 -0.14996 -3.89463
H 4.93590 2.19513 -6.25367
H 2.77507 2.24623 -5.00185
H 2.44290 0.78085 -3.05503
H 4.25020 -0.75916 -2.34521
H 6.39464 -0.81758 -3.60876
F -6.99434 7.09795 5.68924
C -6.99674 8.23816 4.96270
C -7.57682 8.22528 3.71137
C -7.57213 9.39919 2.97212
C -6.99393 10.55164 3.48599
C -6.41866 10.53285 4.74881
C -6.41778 9.36804 5.50260
H -8.01718 7.31388 3.33110
H -8.02392 9.41124 1.98959
H -6.99303 11.46275 2.90382
H -5.96747 11.42890 5.15285
H -5.98475 9.33128 6.49308

***

Record 6
22
Properties=species:S:1:pos:R:3 method="wB97M-V/def2-TZVPD" e_tot_ha=-1181.72965 lumo_ev=-5.50 relative_energy_kcal_mol=128.2 total_charge=0 homo_energy_ev=-8.60 orbital_gap_ev=3.100
C -0.50307 1.60232 0.39351
C -0.63089 0.36138 1.31353
S -2.09180 -0.47375 0.85095
S 2.66902 0.38971 -0.41894
H -1.32915 2.30236 0.50257
H 0.44641 2.11439 0.57705
H -0.51342 1.25375 -0.63767
H 0.25828 -0.23895 1.21162
H -0.73769 0.66895 2.35524
H 3.74600 0.86344 -1.06107
H 2.23706 -1.61232 -1.32648
H 2.44648 -3.05816 -1.88882
O 1.81838 -2.48610 -1.44036
H 2.68738 0.33776 3.11485
H 2.20527 0.83080 1.74776
O 1.92866 0.74336 2.67235
H -1.32047 -1.25035 -1.22102
H -0.18406 -1.90384 -2.05261
O -1.09064 -1.55881 -2.11778
H -3.19995 1.04502 -0.22575
H -4.02436 1.05142 -1.51729
O -3.42329 1.60018 -0.99220